The following is a DFT calculation (ωB97M-V with the def2-TZVPD basis set) of a 2-piece molecular cluster, C4H14N3 overall at a distorted geometry.

## Properties
charge: +1
highest occupied orbital energy: -14.48 eV

Each line ends with the Löwdin charge.
Positions of all 21 atoms, in Å:
C1 0.68989 1.95836 -1.68180  -0.170
C2 -0.79457 2.27641 -1.80313  -0.170
H1 1.28920 2.81089 -2.01820  0.071
H2 0.99387 1.73675 -0.66017  0.043
H3 0.96533 1.15134 -2.35937  0.062
H4 -1.06399 2.13237 -2.84854  0.070
H5 -1.05388 3.27402 -1.46333  0.064
H6 -1.44083 1.66141 -1.16196  0.027
C3 1.41992 -2.46779 0.94876  -0.028
C4 -0.46369 -0.88069 1.05225  -0.447
N1 0.01899 -2.09114 0.76179  0.050
N2 0.06828 -0.14805 2.01887  0.228
N3 -1.54185 -0.42148 0.41103  0.202
H7 -0.64737 -2.74376 0.38190  0.160
H8 0.67551 -0.50069 2.73936  0.138
H9 -0.25721 0.79714 2.15105  0.139
H10 -1.91588 -0.94850 -0.36588  0.135
H11 -2.29262 0.04888 0.90120  0.140
H12 1.53853 -3.10253 1.82961  0.099
H13 2.01968 -1.58383 1.11318  0.088
H14 1.79272 -2.95912 0.05338  0.100